Record 1
{"formula": "C6H6", "method": "ωB97M-V/def2-TZVPD", "symbols": ["C", "C", "C", "C", "C", "C", "H", "H", "H", "H", "H", "H"], "xyz": [[0.128026, -0.491908, -0.258389], [-1.315256, -0.630137, -0.062373], [1.323559, -0.320048, -0.290455], [2.692262, -0.153857, -0.197175], [-1.976834, 0.736016, 0.151407], [3.880304, -0.027072, -0.032774], [-1.525175, 1.243790, 1.008765], [-1.470167, -1.264464, 0.819454], [-1.841470, 1.372170, -0.727944], [-1.772110, -1.155176, -0.909204], [4.925384, 0.069394, 0.159616], [-3.048528, 0.621296, 0.339067]], "forces_ev_per_a": [[0.483, 0.053, 0.092], [-0.004, -0.043, -0.015], [-0.413, -0.087, 0.063], [0.403, 0.011, 0.082], [-0.055, 0.082, 0.015], [-0.391, -0.059, -0.016], [-0.087, -0.062, -0.126], [-0.007, 0.074, -0.135], [-0.033, -0.088, 0.122], [0.112, 0.098, 0.079], [-0.153, 0.014, -0.124], [0.144, 0.007, -0.036]], "de_lowest_ev": 3.478, "homo_ha": -0.3407, "energy_ev": -6315.7226, "multiplicity": 1, "smiles": "C#CC#CCC", "fmax_ev_per_a": 0.49, "charge": 0}

---

Record 2
{"formula": "C6H6", "method": "ωB97M-V/def2-TZVPD", "symbols": ["C", "C", "C", "C", "C", "C", "H", "H", "H", "H", "H", "H"], "xyz": [[0.693290, -0.496247, -0.453136], [0.476894, 1.088090, -1.078560], [0.852917, 0.720322, 0.340004], [-0.352029, 0.267724, 1.221728], [-0.802455, -0.593652, 0.111753], [-0.572578, 0.165664, -1.247166], [-1.033660, -0.006146, -2.208487], [-0.958849, 1.088112, 1.809937], [0.151031, -0.534955, 1.821995], [1.280447, -1.219150, -1.029959], [1.820513, 0.986923, 0.628773], [-1.555521, -1.466686, 0.083118]], "forces_ev_per_a": [[-1.441, -2.895, -2.157], [0.213, 0.209, 0.278], [-1.074, 0.526, -0.205], [1.062, 1.084, 2.353], [-0.831, -0.627, -3.882], [-0.740, 0.424, 1.910], [0.045, -0.665, 0.080], [0.854, -1.931, -1.228], [-0.693, 1.254, 0.795], [-0.029, 0.412, 0.705], [1.025, 0.762, 1.039], [1.610, 1.446, 0.313]], "de_lowest_ev": 5.881, "homo_ha": -0.2945, "energy_ev": -6313.3191, "multiplicity": 1, "fmax_ev_per_a": 4.02, "charge": 0}

---

Record 3
{"formula": "C6H6", "method": "ωB97M-V/def2-TZVPD", "symbols": ["C", "C", "C", "C", "C", "C", "H", "H", "H", "H", "H", "H"], "xyz": [[0.762236, -0.751729, -0.604739], [1.864216, 0.113240, 0.379546], [2.808874, -0.435539, -0.282536], [0.641933, 0.724472, 0.931142], [-0.235087, 0.152671, 0.082762], [-1.687592, 0.191663, 0.017720], [0.403750, 1.611286, 1.459643], [0.714988, -1.771420, -0.340993], [-2.054961, -0.592259, -0.652648], [-2.014718, 1.182252, -0.343327], [0.951191, -0.545323, -1.622694], [-2.154833, 0.120684, 0.976120]], "forces_ev_per_a": [[0.399, 1.054, 0.491], [-0.818, 0.088, 0.051], [-0.504, 0.187, 0.509], [-0.322, 0.098, -1.855], [1.982, -0.761, 1.459], [-0.782, 0.661, -1.317], [0.610, 0.480, 1.179], [-0.083, -1.178, 0.062], [-0.196, 0.251, 0.159], [0.005, -0.395, -0.260], [-0.135, -0.076, -1.218], [-0.156, -0.409, 0.740]], "de_lowest_ev": 5.686, "homo_ha": -0.3308, "energy_ev": -6313.5140, "multiplicity": 1, "fmax_ev_per_a": 2.58, "charge": 0}

---

Record 4
{"formula": "C6H6", "method": "ωB97M-V/def2-TZVPD", "symbols": ["C", "C", "C", "C", "C", "C", "H", "H", "H", "H", "H", "H"], "xyz": [[2.291268, -1.096789, -0.088938], [-1.655401, -1.227040, 0.073919], [0.417679, 1.838398, 0.035261], [-1.290905, 0.085480, -0.185378], [1.243162, -0.438409, -0.096095], [0.118250, 0.500965, -0.147101], [-0.936777, -2.056871, 0.254908], [-2.131518, 0.758648, -0.406244], [1.505173, 2.084947, 0.421362], [-0.300206, 2.604421, 0.025002], [3.401762, -1.510834, 0.004691], [-2.662487, -1.542912, 0.108614]], "forces_ev_per_a": [[0.309, 0.945, 0.392], [2.052, 1.807, -0.449], [3.104, -2.652, 0.979], [-0.980, -3.735, 0.131], [2.093, -1.297, -0.044], [0.559, 2.319, 0.624], [-0.267, 0.995, -0.120], [0.859, 0.159, 0.215], [-2.350, -0.293, -1.297], [-0.915, 0.755, -0.024], [-3.415, 0.968, -0.350], [-1.050, 0.029, -0.057]], "de_lowest_ev": 3.990, "homo_ha": -0.3182, "energy_ev": -6315.2105, "multiplicity": 1, "smiles": "C#CC(=C)C=C", "fmax_ev_per_a": 4.20, "charge": 0}

---

Record 5
{"formula": "C6H6", "method": "ωB97M-V/def2-TZVPD", "symbols": ["C", "C", "C", "C", "C", "C", "H", "H", "H", "H", "H", "H"], "xyz": [[1.806256, -0.415842, -0.190732], [-1.125439, -0.297798, -0.476651], [-0.364174, 1.515811, 1.110402], [2.945305, -0.889469, -0.296468], [-0.362565, 0.367390, 0.255956], [-1.706706, -1.334776, -1.137054], [-1.884135, -1.156042, -2.205211], [-2.104125, -2.108688, -0.668334], [-1.378583, 1.620699, 1.186089], [3.931512, -0.900386, -0.419667], [0.190438, 2.359951, 0.781759], [0.052218, 1.239150, 2.059911]], "forces_ev_per_a": [[-0.567, -0.084, 0.637], [-1.486, -4.174, -1.835], [2.340, -0.977, 0.526], [-5.841, 1.852, 0.619], [3.986, -0.440, -0.898], [2.148, 6.387, -1.701], [-0.021, -0.444, 0.408], [-1.482, -3.476, 2.042], [-2.749, 1.276, 0.643], [3.485, -0.554, -0.455], [0.140, 0.740, -0.671], [0.047, -0.105, 0.685]], "de_lowest_ev": 8.112, "homo_ha": [-0.3387, -0.3387], "energy_ev": -6311.0880, "multiplicity": 1, "fmax_ev_per_a": 6.95, "charge": 0}

---

Record 6
{"formula": "C6H6", "method": "ωB97M-V/def2-TZVPD", "symbols": ["C", "C", "C", "C", "C", "C", "H", "H", "H", "H", "H", "H"], "xyz": [[-1.507732, 0.437511, 0.944924], [1.661753, -0.751687, -0.739158], [0.515139, 0.139893, -0.481235], [-0.057656, 0.575959, 0.800951], [0.643661, -0.153946, -1.728428], [-2.692535, 0.300434, 1.103105], [0.266247, 1.598330, 1.021153], [2.676804, -0.359064, -0.606329], [0.188629, -0.099408, -2.713546], [1.558776, -1.777815, -0.356858], [-3.739830, 0.170239, 1.266036], [0.486745, -0.080446, 1.489385]], "forces_ev_per_a": [[-0.504, -0.010, 0.138], [0.262, -0.172, -0.190], [0.067, -0.119, -0.158], [0.017, 0.067, 0.174], [-0.106, -0.001, 0.299], [0.459, 0.044, -0.033], [-0.106, -0.025, 0.031], [-0.203, -0.018, -0.435], [0.402, -0.185, 0.265], [0.048, 0.111, -0.461], [0.183, 0.041, -0.081], [-0.519, 0.266, 0.451]], "de_lowest_ev": 4.812, "homo_ha": -0.3438, "energy_ev": -6314.3879, "multiplicity": 1, "smiles": "C#CCC1=CC1", "fmax_ev_per_a": 0.74, "charge": 0}

---

Record 7
{"formula": "C6H6", "method": "ωB97M-V/def2-TZVPD", "symbols": ["C", "C", "C", "C", "C", "C", "H", "H", "H", "H", "H", "H"], "xyz": [[0.568931, -0.257734, 1.195215], [0.702741, -0.920672, -1.425843], [1.019644, -1.061336, -2.565578], [-0.523812, 0.601311, 1.535197], [-0.910443, 0.475021, 0.018668], [0.261643, -0.350749, -0.107072], [1.340322, -1.324933, -3.514560], [-1.344012, 0.356893, 2.301008], [1.612889, -0.389681, 1.588602], [-0.134605, 1.597424, 1.701791], [-0.758345, 1.477846, -0.535737], [-1.834952, -0.203391, -0.191692]], "forces_ev_per_a": [[5.376, -2.485, 7.394], [-1.640, 2.194, 6.695], [0.569, -0.487, -1.516], [-2.594, 0.973, 0.888], [-2.091, 1.404, -0.768], [0.290, -2.941, -11.915], [0.254, -0.234, -1.117], [1.349, 0.212, -0.902], [-1.203, 0.581, 0.082], [-0.180, 0.524, 0.587], [-1.218, -1.576, 0.456], [1.088, 1.835, 0.116]], "de_lowest_ev": 1.787, "homo_ha": [-0.1961, -0.3745], "energy_ev": -6311.0823, "multiplicity": 3, "fmax_ev_per_a": 12.28, "charge": 0, "s_squared": 2.0171}

---

Record 8
{"formula": "C6H60NO24", "method": "ωB97M-V/def2-TZVPD", "symbols": ["O", "O", "O", "O", "O", "O", "O", "O", "O", "O", "O", "O", "O", "O", "O", "O", "O", "O", "O", "O", "O", "O", "O", "O", "N", "C", "C", "C", "C", "C", "C", "H", "H", "H", "H", "H", "H", "H", "H", "H", "H", "H", "H", "H", "H", "H", "H", "H", "H", "H", "H", "H", "H", "H", "H", "H", "H", "H", "H", "H", "H", "H", "H", "H", "H", "H", "H", "H", "H", "H", "H", "H", "H", "H", "H", "H", "H", "H", "H", "H", "H", "H", "H", "H", "H", "H", "H", "H", "H", "H", "H"], "xyz": [[-0.116231, 1.939912, 2.093857], [0.099769, -2.254088, -3.471143], [-0.466231, -5.387088, -0.567143], [0.316769, -3.207088, 1.301857], [-2.842231, -1.458088, -1.581143], [-3.628231, 2.840912, -2.818143], [1.696769, -7.096088, 2.646857], [2.308769, 0.972912, -3.697143], [3.357769, -1.998088, 1.859857], [3.906769, 2.587912, -0.900143], [1.162769, 6.562912, -0.371143], [-2.844231, -2.000088, 3.133857], [-2.556231, -4.106088, 4.799857], [-2.923231, 1.335912, 0.401857], [-0.789231, -7.310088, 1.395857], [2.613769, -4.260088, 0.241857], [-2.260231, 6.190912, -4.819143], [-0.042231, -6.456088, 5.159857], [0.351769, 4.352912, 1.183857], [0.615769, 2.750912, -2.534143], [1.657769, 6.566912, -5.772143], [-1.949231, 0.502912, 4.022857], [2.640769, 2.100912, 1.696857], [2.222769, 6.931912, -2.905143], [-0.218231, 0.297912, 0.147857], [0.361769, -1.057088, 0.296857], [-0.354231, -2.024088, 1.107857], [-0.113231, -3.963088, 2.354857], [-0.167231, 2.332912, -1.435143], [0.461769, 1.074912, -0.897143], [0.037769, 3.895912, -3.104143], [3.043769, 2.125912, 0.885857], [-0.772231, -4.457088, -0.711143], [1.532769, 1.243912, -0.658143], [0.267769, -7.299088, 5.307857], [1.437769, -0.997088, 0.487857], [-0.787231, -2.636088, -3.273143], [-1.295231, -3.979088, 2.317857], [-2.153231, 5.211912, -4.777143], [2.059769, 6.763912, -3.880143], [-3.026231, -4.222088, 5.654857], [-2.499231, 1.324912, 3.885857], [1.342769, 5.717912, -6.116143], [3.114769, -5.071088, 0.242857], [-1.069231, 0.272912, -0.070143], [0.089769, 3.455912, 1.445857], [1.871769, -4.545088, 0.563857], [0.082769, 4.831912, -2.281143], [-0.761231, -6.460088, 4.703857], [0.485769, 4.774912, 2.049857], [-2.810231, -2.146088, -2.148143], [-0.657231, -1.368088, 2.099857], [-3.185231, -3.692088, 4.355857], [-1.090231, -8.056088, 1.635857], [0.178769, -3.359088, 3.204857], [-3.637231, 3.210912, -3.717143], [0.424769, -1.644088, -0.755143], [-3.950231, 1.952912, -2.916143], [-1.439231, -2.394088, 0.841857], [0.852769, 7.030912, -5.586143], [-0.902231, 3.765912, -3.337143], [3.053769, 2.764912, 2.198857], [3.702769, 3.268912, -1.642143], [-2.949231, 2.162912, 0.132857], [4.210769, 2.003912, -1.548143], [-0.553231, 1.238912, 2.721857], [0.548769, 0.278912, -1.841143], [-0.310231, -5.857088, 0.284857], [-0.428231, 2.989912, -0.824143], [0.546769, 4.413912, -3.761143], [2.511769, 1.624912, -4.329143], [0.834769, 2.119912, 2.279857], [-3.786231, 1.066912, 0.693857], [2.004769, -6.467088, 3.445857], [1.617769, 6.554912, -1.234143], [-3.072231, 6.350912, -4.273143], [-0.013231, -7.411088, 1.833857], [-0.061231, 0.748912, 0.976857], [-3.586231, -1.427088, 2.894857], [0.179769, -4.904088, 2.576857], [-1.675231, 0.417912, 4.931857], [1.130769, 5.684912, -0.089143], [-3.240231, -0.654088, -2.010143], [1.720769, 1.509912, -3.235143], [3.125769, -2.736088, 1.185857], [3.134769, -2.514088, 2.631857], [2.518769, -7.164088, 2.315857], [-1.242231, 2.135912, -1.812143], [0.637769, -3.157088, -3.453143], [2.728769, 6.182912, -2.977143], [-2.584231, -1.249088, 3.492857]], "forces_ev_per_a": [[-0.974, -1.671, 1.912], [0.561, -3.621, 0.545], [0.200, 0.092, -1.403], [2.603, 0.253, -2.195], [-0.449, 4.949, 2.875], [0.391, 0.776, -0.290], [-2.449, 3.066, 4.882], [1.319, -1.924, -0.190], [-0.708, -1.771, -1.760], [-1.301, 3.311, -1.443], [0.374, 2.043, -1.119], [-3.217, -3.667, -2.851], [3.317, -3.187, 4.535], [1.011, -6.307, 1.861], [0.432, 8.037, -3.785], [6.674, 2.123, -2.605], [-0.920, -1.082, 0.800], [6.430, 3.164, 4.021], [0.067, 0.081, 0.660], [0.148, 0.229, 0.351], [0.448, -0.902, 0.037], [-0.758, 1.218, -1.421], [-2.644, -1.365, 2.646], [-1.736, 1.450, -2.331], [8.681, -2.113, -1.198], [1.919, -2.491, -5.402], [-4.762, 0.382, 4.217], [-4.987, 3.920, 1.787], [-1.110, -6.252, -5.698], [2.220, -2.485, -3.794], [2.083, 2.311, 7.310], [1.673, 0.164, -3.547], [0.645, -1.588, 1.694], [-0.765, -0.017, 0.357], [0.754, -2.890, 0.396], [-0.291, 0.292, 0.851], [0.743, 0.674, -0.293], [2.073, -0.168, 0.355], [-0.089, 1.129, -0.115], [-0.944, 1.694, 0.489], [0.914, -0.267, -0.469], [0.922, -1.271, 0.747], [0.250, 0.215, -0.042], [0.896, -0.197, -0.379], [-9.481, -0.474, -1.874], [-0.256, 0.488, -0.349], [-7.472, -1.906, 2.736], [-0.613, -2.384, -1.437], [-7.164, -0.193, -4.453], [-0.044, 0.190, -0.567], [-0.163, -3.250, -3.164], [0.996, -1.950, -1.235], [-4.041, 3.219, -3.885], [-5.002, -8.779, 1.976], [-0.423, -0.100, 0.999], [-0.114, -0.227, 0.457], [-0.300, 2.008, 1.569], [-0.317, -0.575, -0.162], [1.612, 1.458, -0.401], [-0.852, 0.709, 0.068], [-4.990, -0.876, -1.385], [0.950, 1.327, 1.038], [-0.033, -0.682, 2.530], [-0.469, 6.361, -1.994], [1.203, -2.810, -1.008], [1.363, 2.031, -0.903], [-0.322, 2.108, 2.278], [-1.051, 1.419, -0.550], [-0.725, 6.388, 5.757], [3.152, 1.310, -4.108], [1.096, 0.774, -1.997], [-0.120, -0.846, 0.204], [-0.553, -0.015, 0.047], [-1.977, -1.973, -2.112], [-0.411, 0.348, 0.420], [1.100, -0.044, -0.709], [4.657, 0.692, 2.018], [-0.015, 2.022, 3.060], [-1.695, -1.437, -1.352], [1.722, -3.139, -0.745], [-0.038, 0.326, 0.615], [-0.218, -2.267, 0.896], [0.642, -1.646, 0.393], [-2.097, 1.039, 1.984], [0.649, 1.624, 0.873], [0.027, 0.191, 0.856], [4.528, -1.133, -2.704], [1.277, -0.515, -0.022], [-1.261, 2.946, -0.156], [3.033, -3.221, 1.485], [4.564, 5.129, 4.014]], "de_lowest_ev": 3.095, "homo_ha": -0.4415, "energy_ev": -57809.9254, "multiplicity": 1, "fmax_ev_per_a": 10.30, "charge": 1}